158
Properties=species:S:1:pos:R:3:forces:R:3:lowdin_charge:R:1 method="wB97M-V/def2-TZVPD" lumo_energy_ev=0.29 homo_energy_ev=-8.2390 multiplicity=1
P -6.050574 0.886659 0.195559 -1.267 1.369 0.578 0.45
P 3.816825 1.758672 4.262048 2.028 -0.856 -0.166 0.42
P -0.278130 0.669296 -0.181060 0.567 -0.639 1.335 0.49
O 4.030134 -0.238346 -5.396338 -1.810 -0.277 1.069 -0.15
O 4.085557 1.781461 2.664588 -0.222 0.379 0.858 -0.24
O 2.327480 1.234304 4.398425 0.358 0.862 0.147 -0.21
O -6.666081 0.914204 1.729529 0.625 0.165 -1.818 -0.23
O 3.803832 3.070402 -1.403270 1.139 0.792 2.059 -0.02
O -5.271171 2.085471 -0.183362 -1.010 -1.085 0.145 -0.23
O 0.112725 1.990278 0.666156 -1.535 0.034 -1.464 -0.20
O 5.376478 -1.112494 -2.850011 0.775 -2.455 -0.452 -0.22
O -1.664472 2.348741 4.549916 0.018 -0.330 0.138 0.01
O -5.245919 -0.457304 0.163896 0.478 -0.978 0.031 -0.26
O -1.006749 -0.332584 0.922688 2.424 1.019 -1.359 -0.25
O -7.339890 0.517193 -0.779041 1.340 0.239 2.009 -0.23
O 4.900918 1.022012 4.971812 -1.515 0.609 -0.499 -0.24
O -4.043455 -2.886703 2.738965 0.571 1.479 -1.084 0.02
O -0.779037 -3.256997 -3.050035 -0.535 1.206 0.823 -0.01
O 3.744297 3.312866 4.666627 -0.398 -1.587 -0.164 -0.21
O 0.086255 3.040009 -5.112752 0.253 -1.911 0.512 -0.02
O 3.135187 0.778896 -8.774186 -0.793 1.071 -1.105 -0.20
O 1.150613 -0.076570 -0.372451 -2.140 -0.145 1.203 -0.23
O 2.211184 -3.648847 -5.346548 0.317 0.360 1.822 0.00
O -1.045775 0.925940 -1.402326 0.245 0.074 0.541 -0.21
O -4.850982 -0.618332 5.709908 -1.525 0.609 0.676 0.04
N -0.178259 0.690831 -5.118662 0.214 1.589 -0.784 -0.16
N -5.847389 -4.297989 2.741197 -0.441 1.006 -1.126 -0.18
N 2.496136 -4.178302 -3.087897 -0.142 0.070 1.704 -0.16
N -2.792150 -1.518539 5.548543 0.722 -0.392 -0.062 -0.17
N -0.920442 4.402019 3.965956 1.696 1.180 -0.397 -0.16
N -1.400375 -3.880766 -0.979210 0.685 0.768 0.798 -0.18
N 3.486449 4.686495 0.184262 -0.838 1.581 0.454 -0.17
C -6.520471 -5.438473 3.331543 0.867 0.255 -0.356 -0.05
C -4.787585 -0.941381 -1.112392 -0.527 -0.097 -0.632 -0.07
C 0.835970 1.880656 1.855545 1.395 -0.885 0.906 -0.12
C -0.350035 0.611187 -6.574399 0.593 0.385 -0.580 -0.05
C 5.555973 0.132111 -3.519042 -1.794 -1.125 -0.700 -0.13
C 0.079762 1.933613 -4.556044 -0.972 -0.203 -0.558 -0.30
C 4.988581 3.907258 4.943994 1.636 1.851 -0.421 -0.13
C -0.890307 5.381689 2.886596 -0.551 1.157 -0.014 -0.06
C 4.161425 3.634253 -0.347570 -1.947 -0.253 -1.324 -0.29
C -1.823385 -5.257497 -1.273485 -0.004 0.863 -1.456 -0.05
C -1.713444 3.340926 3.851385 -0.792 -0.719 0.595 -0.37
C -1.547679 -3.547737 0.429240 -0.745 -0.388 -0.134 -0.06
C 4.833635 0.742153 2.032077 -0.258 -1.473 -0.216 -0.10
C 1.650280 -5.322258 -3.059621 -0.930 -0.839 -1.858 -0.10
C -0.308748 -0.525380 -4.317350 -0.498 0.675 -0.063 -0.06
C 2.299700 5.329965 -0.416440 0.258 -1.517 -0.422 -0.03
C 2.084075 0.267426 -1.376340 0.906 0.644 -0.031 -0.10
C -3.850365 -0.795995 5.082114 1.073 -1.215 0.072 -0.36
C -2.764334 -2.258563 6.803899 -1.443 0.700 0.255 -0.04
C -6.632542 -3.462112 1.810691 1.505 0.168 -0.201 -0.03
C 2.599830 -3.368684 -4.211550 0.049 -0.672 0.287 -0.30
C 2.852525 2.071623 -9.424981 -0.079 -0.742 1.265 -0.07
C -1.718111 -1.816466 4.662926 1.511 -0.082 -0.628 -0.09
C 3.631794 -0.423688 -6.732739 0.866 1.013 -1.224 -0.17
C -1.012124 -2.911462 -1.888130 0.893 -3.238 -1.248 -0.26
C 3.825481 5.431487 1.382430 0.320 -0.769 0.372 -0.07
C 1.734844 1.250485 5.712597 -0.578 -0.157 0.846 -0.07
C 0.001385 4.651757 5.094467 -0.216 0.021 0.673 -0.03
C 5.373856 -0.117861 -5.074331 0.866 0.439 1.132 -0.18
C -2.376609 -0.248674 1.210022 -1.474 0.631 0.124 -0.12
C 3.630553 0.952785 -7.455404 -0.033 -1.088 -0.356 -0.21
C -5.856977 1.136183 2.906215 0.491 -0.080 0.118 -0.08
C -8.128790 -0.650533 -0.407916 -0.200 0.445 -0.277 -0.09
C -4.611117 -3.879858 3.085035 -0.752 -1.393 1.566 -0.35
C 5.827839 -1.284641 -1.531070 -0.884 2.272 0.800 -0.12
C 3.170006 -3.975693 -1.751121 0.284 1.048 -1.761 -0.03
H 0.162530 1.799016 -3.466447 0.249 0.303 0.016 0.10
H -8.116715 -1.344364 -1.248484 -0.143 0.162 -0.097 0.09
H -7.335818 -5.097549 3.969570 -0.094 -0.288 -0.019 0.09
H 0.150970 -0.424229 -3.334225 0.460 0.104 -0.282 0.05
H 2.249836 -0.599717 -2.015634 -0.253 0.292 -0.325 0.09
H 3.587600 -2.970757 -1.812925 0.368 -0.102 0.231 0.05
H -3.521786 -1.798352 7.438383 0.021 -0.056 0.134 0.08
H 2.632259 -0.836780 -6.868345 -0.020 -0.132 0.844 0.12
H 6.896309 -1.296205 -1.315813 0.271 -0.369 -0.653 0.09
H 5.900394 -1.033067 -5.344990 0.346 -0.025 -0.112 0.13
H 2.217077 -6.247920 -3.159639 0.085 -0.220 0.636 0.09
H 5.003918 4.416976 5.907350 -0.444 -0.042 -0.068 0.10
H 0.900525 -5.322659 -2.268450 0.505 0.036 0.457 0.07
H -5.256090 2.041534 2.992005 -0.301 0.540 -1.025 0.08
H 2.983958 1.604746 -6.868064 0.165 0.376 0.048 0.13
H 1.623532 0.220520 6.051542 0.131 0.084 -0.048 0.09
H 2.768875 2.025376 -10.510782 0.686 -0.573 0.087 0.08
H 3.033058 0.513291 -0.899805 0.072 -0.214 0.235 0.06
H 4.656075 1.302607 -7.573826 0.102 0.486 0.511 0.12
H -5.770998 -5.995054 3.894227 -0.221 -0.048 0.233 0.08
H 5.191448 4.619432 4.144154 -0.388 0.559 0.141 0.07
H -7.797556 -1.208282 0.468036 0.370 0.406 0.079 0.06
H -3.066985 -3.299567 6.690696 0.106 -0.180 -0.261 0.09
H -1.649568 5.299884 2.108814 -0.402 -0.853 0.391 0.09
H 0.132597 3.859960 5.831987 -0.476 -0.657 -0.712 0.07
H 2.270442 1.826498 6.467216 0.693 -0.164 -0.271 0.09
H -4.703068 -2.027057 -1.064731 0.534 0.115 0.379 0.09
H 4.313709 -1.108667 -7.236629 0.142 -0.119 -0.141 0.13
H 2.590446 -4.028728 -0.829486 -1.032 0.069 -0.536 0.08
H 5.459188 -0.395560 -1.019459 0.200 0.560 0.578 0.06
H -2.522701 3.507272 3.123628 0.215 -0.226 -0.370 0.14
H -1.805468 -2.715708 4.053143 -0.602 -0.147 -0.066 0.08
H -1.755361 -5.441841 -2.345635 0.003 0.300 -0.076 0.08
H -0.535097 1.584774 -7.028226 0.050 0.287 0.596 0.08
H -0.395677 5.434313 5.741031 -0.193 0.462 -0.339 0.09
H -4.153620 -4.523909 3.851908 0.031 -0.414 -0.013 0.14
H -5.958672 -2.848190 1.213114 0.499 -0.002 0.243 0.06
H -1.225349 -6.055209 -0.832901 0.126 0.382 0.565 0.09
H -7.089572 -4.076251 1.034761 -0.809 -0.046 0.581 0.09
H 5.306315 -2.039123 -0.942099 0.118 -0.687 -0.860 0.07
H 5.789515 0.758767 -5.571194 0.371 0.015 -0.202 0.12
H 0.753755 1.724898 5.734714 -0.131 -0.205 -0.855 0.07
H 1.839853 1.210049 -1.866143 -0.306 -0.344 -0.503 0.08
H 1.022158 4.940506 4.844008 -0.150 0.007 -0.711 0.08
H 0.565393 0.949380 2.353147 0.243 0.027 0.189 0.09
H -6.528536 1.212260 3.761398 0.004 -0.671 -0.174 0.10
H -1.363513 -0.633532 -4.064640 -0.138 -0.563 -0.277 0.09
H -1.817921 -2.228727 7.343821 0.178 0.243 -0.441 0.09
H -2.877323 -5.355867 -1.013392 -0.020 -0.189 0.290 0.08
H 1.900139 1.902471 1.620648 0.080 -0.378 -0.033 0.07
H 0.736593 2.678709 2.591292 -0.859 0.366 -0.471 0.08
H -1.488042 -0.993483 3.986264 -0.190 0.084 0.037 0.08
H 4.255818 0.345212 1.197410 -0.181 0.389 -0.155 0.07
H 4.962627 3.304547 0.331817 0.214 -0.077 -0.345 0.13
H -9.130229 -0.269843 -0.207160 -0.024 -0.258 -0.134 0.09
H -3.896506 -0.420093 -1.462186 0.204 -0.184 0.370 0.09
H 1.033848 -5.330162 -3.958541 0.036 0.234 -0.198 0.09
H 3.593724 2.783995 -9.062690 0.201 0.129 -0.467 0.08
H -2.921403 -1.061590 0.729942 0.143 0.058 0.155 0.06
H -7.200411 -2.701442 2.346403 -0.758 -0.500 -0.054 0.10
H 0.571260 0.277551 -7.051896 0.218 -0.220 0.063 0.07
H 3.112976 -2.435831 -3.931101 0.119 0.121 -0.402 0.12
H 5.928557 3.357390 4.897264 -0.636 -1.233 0.209 0.09
H -1.106483 6.367007 3.299538 0.356 0.203 0.127 0.09
H 0.014058 5.447230 2.281687 0.524 -0.330 0.544 0.07
H 2.578750 6.286515 -0.858317 -0.077 -0.267 -0.530 0.10
H 1.501540 5.545336 0.293964 0.374 -0.117 0.613 0.07
H -2.622935 -3.581300 0.604759 -0.112 0.413 0.636 0.07
H 4.638411 0.626175 -3.199552 0.408 1.303 -0.125 0.12
H -1.110054 -2.594529 0.725830 -0.099 -0.068 -0.330 0.07
H 5.821870 1.003505 1.653696 -0.137 0.737 0.262 0.09
H -6.849161 -6.073594 2.508941 -0.383 -0.117 0.235 0.09
H -1.127816 -4.334058 1.056553 0.268 -0.051 -0.048 0.09
H 4.694890 4.991738 1.871164 0.009 0.117 0.068 0.07
H -2.565138 -0.263692 2.283494 0.460 -0.461 0.028 0.06
H -3.720892 -0.477503 4.036178 0.263 0.145 0.213 0.10
H 1.882516 2.473416 -9.132163 -0.194 -0.196 0.502 0.08
H -2.831970 0.699859 0.925377 0.141 0.105 -0.570 0.09
H 2.964684 5.401437 2.050432 0.058 -0.275 0.310 0.08
H -5.098862 0.356065 2.975384 -0.543 -0.374 0.267 0.05
H -1.133290 -0.006937 -7.013189 -0.283 -0.405 0.943 0.09
H -0.804753 -1.991895 5.231348 0.067 0.237 0.243 0.08
H 3.974690 6.497563 1.211219 0.359 -0.012 -0.439 0.09
H -5.544361 -0.791528 -1.882426 -0.197 0.306 0.074 0.09
H 4.974034 -0.127823 2.673589 0.043 0.249 0.387 0.09
H -0.755165 -1.914016 -1.499181 -0.452 -0.136 0.217 0.12
H 3.946273 -4.719469 -1.571389 0.288 0.018 -0.489 0.08
H 6.488990 0.619675 -3.236454 -0.034 0.108 -0.212 0.13
H 0.083790 -1.374378 -4.877004 -0.088 -0.013 0.264 0.09
H 1.864984 4.558006 -1.051413 0.080 0.628 -0.766 0.09